Density functional theory data (ωB97M-V with the def2-TZVPD basis set) for a cluster of 4 separate species, C6H21NO3S in total in a non-equilibrium geometry.

Each line ends with the natural charge from an NBO analysis.
Cartesian coordinates (Å):
C (2.2685, -2.5283, -0.2193)  -0.614
C (1.1790, -2.2381, 0.7981)  -0.418
C (-0.0859, -1.5892, 0.2370)  -0.206
N (0.0474, -0.1060, 0.0734)  -0.678
C (0.0023, 0.4132, -1.2994)  -0.077
C (1.3767, 0.7265, -1.8491)  -0.636
C (-0.8683, 1.6881, -1.2507)  -0.489
S (-1.4077, 2.1636, -2.9491)  -0.061
H (2.9202, -3.2712, 0.2191)  0.216
H (1.9087, -2.8623, -1.1831)  0.208
H (2.9083, -1.6730, -0.4478)  0.202
H (0.8400, -3.2039, 1.1925)  0.210
H (1.5122, -1.6657, 1.6668)  0.205
H (-0.9314, -1.7930, 0.8821)  0.192
H (-0.3479, -1.9676, -0.7492)  0.186
H (0.8715, 0.1537, 0.5997)  0.361
H (-0.5251, -0.2364, -1.9731)  0.205
H (2.0069, -0.1583, -1.9879)  0.218
H (1.3447, 1.1049, -2.8810)  0.229
H (1.8833, 1.5026, -1.2785)  0.204
H (-1.6327, 1.5298, -0.5088)  0.200
H (-0.3253, 2.5991, -0.9895)  0.216
H (-2.5213, 1.4174, -2.9729)  0.132
O (1.4055, 1.4169, 3.3887)  -0.967
H (1.9347, 1.3942, 2.5950)  0.471
H (0.4769, 1.1859, 3.3047)  0.496
O (-1.7622, 1.3692, 2.5639)  -0.956
H (-1.2741, 1.0463, 1.7825)  0.480
H (-2.0860, 2.2191, 2.2346)  0.471
O (-3.9238, 0.3312, 0.0305)  -0.935
H (-2.9674, 0.4287, 0.0674)  0.461
H (-4.2276, 0.6027, 0.9033)  0.475

Computed properties:
Energy above the lowest of the compared OMol25 structures with the same formula, charge and spin = 0.235 eV
LUMO = 0.459 eV
Energy = -25030.0277 eV
E_HOMO = -9.17 eV


Density functional theory data (ωB97M-V with the def2-TZVPD basis set) for a structure of composition C8H18I2NOP2RhS in a non-equilibrium geometry.

Each line ends with the natural charge from an NBO analysis.
Cartesian coordinates (Å):
I (-0.4630, 2.9121, 0.8806)  0.169
I (1.7344, 1.5942, -1.9672)  0.325
Rh (0.2824, 0.0162, -0.3600)  0.188
P (1.9008, 0.0620, 1.3295)  1.244
C (3.2481, -1.0301, 0.8830)  -0.991
C (2.6765, 1.6679, 1.7790)  -0.961
H (3.2711, 1.6969, 2.7115)  0.294
H (1.9562, -0.5084, 3.6044)  0.275
H (1.8771, 2.4681, 1.7665)  0.236
H (0.3479, 0.2014, 3.0351)  0.270
H (3.7607, -0.7872, -0.0615)  0.275
H (3.3439, 2.0001, 0.9917)  0.267
C (1.1634, -0.5116, 2.8465)  -0.972
H (3.9358, -0.9667, 1.7270)  0.280
H (0.7526, -1.5098, 2.6584)  0.275
H (2.8802, -2.0560, 0.8033)  0.272
P (-1.7615, 0.4001, -1.4690)  1.220
C (-1.8766, -0.6550, -2.9150)  -0.982
C (-3.0713, -0.1483, -0.3649)  -0.961
H (-1.9535, 2.7887, -1.1365)  0.234
H (-3.3149, 2.2107, -2.2029)  0.296
H (-1.6584, 2.4626, -2.8104)  0.277
C (-2.2415, 2.0788, -1.9684)  -0.967
H (-2.9357, 0.4920, 0.5240)  0.264
H (-4.0223, -0.0071, -0.9092)  0.272
H (-2.8644, -0.4700, -3.3532)  0.282
H (-1.8042, -1.7120, -2.6337)  0.273
H (-2.8789, -1.2036, -0.1092)  0.274
H (-1.0627, -0.4250, -3.6176)  0.265
C (0.8913, -1.5070, -1.3842)  0.509
O (1.3582, -2.3875, -1.9963)  -0.377
S (-1.6046, -3.7052, 1.6577)  0.238
C (-1.0627, -2.3126, 1.1438)  0.086
N (-0.8042, -1.1487, 0.9168)  -0.646

Computed properties:
Energy above the lowest of the compared OMol25 structures with the same formula, charge and spin = 0.745 eV
LUMO (spin up / spin down) = -8.040 / -11.299 eV
Multiplicity = 5
Energy = -60729.6954 eV
Expectation value of S² = 6.025
E_HOMO (spin up / spin down) = -14.95 / -14.73 eV
Charge = +2